Entry 1:
{
  "formula": "C23H60N8O6",
  "method": "ωB97M-V with the def2-TZVPD basis set",
  "smiles": "CC1(C)CCCC(C)(C)N1O.COC[C@H](C)N.COC[C@H](C)N.COC[C@H](C)N.NC(N)=O.NC(N)=O",
  "orbital_gap_ev": 8.19,
  "lumo_ev": 0.443,
  "e_homo_ev": -7.745,
  "charge": 0,
  "species": ["O", "O", "O", "O", "O", "O", "N", "N", "N", "N", "N", "N", "N", "N", "C", "C", "C", "C", "C", "C", "C", "C", "C", "C", "C", "C", "C", "C", "C", "C", "C", "C", "C", "C", "C", "C", "C", "H", "H", "H", "H", "H", "H", "H", "H", "H", "H", "H", "H", "H", "H", "H", "H", "H", "H", "H", "H", "H", "H", "H", "H", "H", "H", "H", "H", "H", "H", "H", "H", "H", "H", "H", "H", "H", "H", "H", "H", "H", "H", "H", "H", "H", "H", "H", "H", "H", "H", "H", "H", "H", "H", "H", "H", "H", "H", "H", "H"],
  "coordinates": [[1.8411, -2.0220, -3.7558], [-0.6132, -1.5768, 0.3641], [2.9222, 1.1919, -0.8106], [-1.1087, -0.8971, 3.9641], [-2.2352, -1.1194, -2.0104], [0.8690, 4.4326, 6.2370], [-1.2038, 1.5333, 5.3336], [-0.6620, -3.0307, 3.2557], [-1.2535, -2.6363, 5.4080], [-3.2461, -0.1422, -2.0350], [1.3788, -1.0882, -0.6144], [5.7524, -0.4325, 0.9230], [0.7890, -0.1075, 1.3865], [3.8704, -4.9950, -3.0975], [0.4760, -1.6995, -3.5874], [-1.6204, 1.6152, -2.2090], [-2.8869, 1.0283, -2.8190], [2.2311, -3.3836, -3.9264], [2.5978, 1.8409, -2.0219], [-0.0238, 2.4076, 5.2488], [-0.0276, 3.3426, 6.4411], [0.4374, -0.9252, 0.3604], [-5.3853, 1.5955, -2.9591], [-1.0452, -2.1133, 4.1790], [-4.5928, -0.7029, -1.9990], [-2.6438, 0.7129, -4.3079], [3.5314, -3.5616, -3.1591], [4.7475, -2.7892, -3.6992], [1.0471, 5.2311, 7.3855], [-4.8837, -1.6653, -3.1793], [4.4510, 0.2579, 0.7536], [-0.0164, 3.0815, 3.8754], [-3.9647, 2.1298, -2.6870], [-5.6288, 0.4332, -2.0079], [4.2660, 0.7505, -0.6781], [4.4972, 1.3059, 1.8394], [-4.7708, -1.4182, -0.6524], [1.3650, -3.9356, -3.5297], [0.5505, -0.6271, -3.4097], [5.0373, 2.2478, 1.8311], [-5.7591, 0.8398, -1.0018], [2.5435, 1.0577, -2.7919], [-2.0840, 1.4765, -4.8426], [-3.7134, 2.8690, -3.4512], [-2.0030, 1.9801, 4.8967], [1.7117, 6.0425, 7.1070], [4.4419, -0.0827, -1.3762], [-5.5613, -2.4661, -2.8682], [-1.3657, -3.6192, 5.5584], [-5.4992, -1.1698, -3.9360], [-3.9870, -2.0807, -3.6317], [-1.7631, 1.9431, -1.1757], [-0.0029, -1.7563, -4.5763], [-2.1318, -0.2531, -4.2962], [1.6186, 2.3035, -1.9335], [-3.9665, 2.5928, -1.6984], [5.8347, -1.1628, 0.2156], [0.8204, 3.7678, 3.7273], [0.8265, 1.7227, 5.3166], [-1.0712, 0.6562, 4.8173], [4.9303, -2.9600, -4.7648], [-2.0108, -1.1585, -1.0671], [3.3453, -3.0609, -2.2065], [-1.4948, -1.9961, 6.1456], [-0.2255, -3.8895, 3.5335], [0.1407, 5.5625, 7.9027], [-5.3752, 1.2697, -4.0013], [-1.0351, 3.7492, 6.5744], [-4.4410, -0.8623, 0.2241], [-6.1484, 2.3469, -2.7630], [-6.5955, 0.0177, -2.3115], [0.0927, -0.0377, 2.1148], [4.6071, -1.7047, -3.6795], [5.6292, -3.0795, -3.1336], [2.2330, -3.6264, -4.9995], [1.6842, 0.3364, 1.3840], [3.4952, -5.3822, -2.2449], [-5.8284, -1.6510, -0.5085], [4.5657, 0.9199, 2.8649], [3.3771, 2.5539, -2.3030], [-0.8296, 0.8619, -2.2007], [5.7966, -0.8857, 1.8252], [1.5366, 4.5745, 8.1226], [0.0145, 2.2862, 3.1326], [2.2927, -0.6871, -0.4742], [-0.4803, -2.7639, 2.2980], [1.1799, -1.8636, -1.2192], [0.3143, 2.8089, 7.3333], [3.5726, -0.3787, 0.8773], [-3.5866, 0.5216, -4.8246], [3.4507, 1.6241, 2.0383], [3.5608, -5.4659, -3.9332], [5.0197, 1.5082, -0.9187], [-0.9281, 3.6721, 3.7581], [-0.1304, -2.2440, -2.8617], [-4.2193, -2.3606, -0.6992], [-1.2446, 2.5144, -2.7043]]
}


Entry 2:
{
  "formula": "C8H12B2F4KN4O4",
  "method": "ωB97M-V with the def2-TZVPD basis set",
  "orbital_gap_ev": 7.64,
  "lumo_ev": -5.459,
  "e_homo_ev": -13.103,
  "charge": 1,
  "species": ["K", "F", "F", "F", "F", "O", "O", "O", "O", "N", "N", "N", "N", "C", "C", "C", "C", "C", "C", "C", "C", "B", "B", "H", "H", "H", "H", "H", "H", "H", "H", "H", "H", "H", "H"],
  "coordinates": [[0.2459, -0.1818, 3.5445], [2.1298, -1.7106, 2.9658], [-2.1010, 3.1700, -1.0089], [-3.3082, 3.4350, 0.9433], [3.0152, -3.2756, 1.5068], [-2.7339, 1.2444, 0.2237], [-1.0865, 2.5925, 1.0650], [0.7271, -2.9270, 1.4622], [2.2932, -1.2435, 0.6332], [-0.5052, 1.4861, 0.5648], [-0.2574, -1.9628, 1.3843], [-1.6090, 0.5525, 0.2179], [1.4955, -0.2343, 0.7220], [-1.6685, -0.7308, 0.0110], [-2.9870, -1.3047, -0.3848], [1.5125, 0.5656, -0.3269], [-0.0766, -2.4235, -1.0453], [-0.5814, -1.7294, 0.1812], [2.4845, 0.4551, -1.4579], [0.9857, 3.0412, -0.5473], [0.6313, 1.6604, -0.1491], [-2.3850, 2.7557, 0.2648], [2.0578, -2.3633, 1.7202], [-3.4394, -1.7441, 0.5098], [1.3091, 3.6010, 0.3350], [2.1113, 0.9426, -2.3553], [1.8122, 3.0172, -1.2520], [-0.4149, -1.9255, -1.9527], [1.0105, -2.4727, -1.0217], [2.6743, -0.5945, -1.6738], [-0.4320, -3.4559, -1.0530], [3.4413, 0.9028, -1.1812], [-2.8076, -2.1267, -1.0779], [-3.6628, -0.5735, -0.8122], [0.1194, 3.5582, -0.9559]]
}


Entry 3:
{
  "formula": "C4H8NO3",
  "method": "ωB97M-V with the def2-TZVPD basis set",
  "orbital_gap_ev": 7.67,
  "lumo_ev": 3.476,
  "e_homo_ev": -4.192,
  "charge": -1,
  "species": ["O", "O", "O", "N", "C", "C", "C", "C", "H", "H", "H", "H", "H", "H", "H", "H"],
  "coordinates": [[2.6008, 1.5199, -1.4243], [-0.8723, -1.9337, 0.2414], [0.7089, 1.4820, -0.2094], [-1.6313, 0.1927, 0.4424], [2.6287, 0.2726, 0.5880], [1.9132, 1.1942, -0.4380], [-1.8013, -1.1390, 0.2692], [-3.2142, -1.6744, 0.2421], [-4.0662, -0.9992, 0.2105], [-3.2615, -2.4031, -0.5736], [2.1159, 0.3061, 1.5466], [-0.7239, 0.6193, 0.2431], [-3.3034, -2.3448, 1.1045], [-2.4439, 0.7729, 0.3259], [3.6624, 0.5894, 0.6394], [2.5870, -0.7071, 0.1120]]
}


Entry 4:
{
  "formula": "C40H92N12O8",
  "method": "ωB97M-V with the def2-TZVPD basis set",
  "smiles": "CC1(C)CCCC(C)(C)N1O.CC1(C)CCCC(C)(C)N1O.CC1(C)CCCC(C)(C)N1O.CC1(C)CCCC(C)(C)N1O.NC(N)=O.NC(N)=O.NC(N)=O.NC(N)=O",
  "orbital_gap_ev": 8.57,
  "lumo_ev": 0.449,
  "e_homo_ev": -8.119,
  "charge": 0,
  "species": ["O", "O", "O", "O", "O", "O", "O", "O", "N", "N", "N", "N", "N", "N", "N", "N", "N", "N", "N", "N", "C", "C", "C", "C", "C", "C", "C", "C", "C", "C", "C", "C", "C", "C", "C", "C", "C", "C", "C", "C", "C", "C", "C", "C", "C", "C", "C", "C", "C", "C", "C", "C", "C", "C", "C", "C", "C", "C", "C", "C", "H", "H", "H", "H", "H", "H", "H", "H", "H", "H", "H", "H", "H", "H", "H", "H", "H", "H", "H", "H", "H", "H", "H", "H", "H", "H", "H", "H", "H", "H", "H", "H", "H", "H", "H", "H", "H", "H", "H", "H", "H", "H", "H", "H", "H", "H", "H", "H", "H", "H", "H", "H", "H", "H", "H", "H", "H", "H", "H", "H", "H", "H", "H", "H", "H", "H", "H", "H", "H", "H", "H", "H", "H", "H", "H", "H", "H", "H", "H", "H", "H", "H", "H", "H", "H", "H", "H", "H", "H", "H", "H", "H"],
  "coordinates": [[2.8637, 6.3572, 0.5438], [-4.7310, -4.1064, 2.2817], [2.4178, -0.7054, 3.4904], [3.4157, -4.5898, 1.3748], [1.5291, 2.0542, -3.1943], [2.2184, 1.1989, 0.1776], [3.3588, -3.4173, -0.8278], [-4.1235, -0.4601, 0.0944], [1.5769, 4.2973, -3.5016], [1.4277, 3.4289, -1.2711], [-3.9972, 0.9860, 0.0702], [-3.5276, -3.4483, 1.8674], [1.0906, 0.5023, 4.8824], [1.6700, -0.4836, -1.3301], [1.7506, -5.5790, 2.4905], [3.5724, -3.8958, -2.1220], [1.7921, 1.3846, 2.8825], [2.6348, -3.4894, 3.2062], [1.4564, 6.6315, 0.2051], [3.1291, -0.8639, 0.4156], [-4.0477, -4.2064, -0.3193], [2.4593, -4.6774, -2.5506], [-1.4969, -2.3841, 2.4769], [-2.3062, -4.2397, 3.9689], [-1.2040, 7.7217, -0.1120], [-2.7406, 1.3358, -0.6308], [2.3115, -5.9834, -1.6976], [-5.2463, 2.9962, -0.7235], [5.4560, -5.5480, -1.5012], [1.2061, -3.8763, -2.5414], [1.7442, 0.3281, 3.7242], [-0.1562, 7.8318, -1.1610], [-0.8877, 6.4890, 0.7526], [2.6244, -5.0585, -4.0649], [2.4031, 0.0463, -0.2188], [-2.7220, 2.8359, -0.9420], [-0.7936, -3.2038, 1.3699], [-2.7653, -5.7889, 1.1274], [-1.6254, 0.8954, 0.4312], [-1.8603, -3.4637, 0.2290], [2.6040, -4.5034, 2.3078], [-2.3814, 0.5946, -1.9079], [5.1153, -4.7497, -3.8779], [-4.0464, 3.3268, -1.6011], [-2.7176, -3.0838, 2.9988], [0.6098, 6.3350, 1.3442], [1.4654, 3.1639, -2.6844], [4.0366, -5.7073, -4.3003], [0.8218, 4.9157, 1.7795], [0.9827, 7.2100, 2.5572], [1.7777, 9.2328, 0.0651], [2.2145, 7.6856, -1.8782], [5.8553, -3.2246, -2.0509], [-5.9591, 0.7598, -1.6877], [4.9694, -4.4505, -2.3578], [1.3173, 7.8790, -0.6822], [-5.2994, 1.4319, -0.4433], [-6.3532, 1.2353, 0.6998], [-2.9867, -4.2934, 0.7400], [-3.5585, -2.2025, 3.9214], [4.2699, -6.5724, -3.7623], [2.8096, 9.1868, 0.2999], [3.2157, -6.4897, -1.5718], [-6.1939, 3.3251, -1.1685], [-6.4633, 0.1811, 0.8843], [-3.7485, -4.8365, -1.2341], [5.3970, -2.3754, -2.5201], [-5.5353, 0.9861, -2.6755], [0.7240, 4.2481, 0.9565], [-1.7031, -0.2060, 0.5962], [-4.1169, -3.1357, -0.6071], [-1.4472, -4.8269, 3.6738], [-1.5076, 6.4322, 1.6382], [3.2913, -2.7245, 3.0398], [-0.7603, -2.2489, 3.2893], [2.3645, -4.2264, -4.6716], [-4.9687, -4.7162, 0.0127], [3.0210, 6.8348, 1.4102], [-4.4642, -4.9853, 2.6270], [0.3802, -4.6300, -2.7186], [5.0255, -3.7988, -4.4492], [4.9642, -6.5078, -1.6343], [-4.0071, 4.3679, -1.9078], [-4.0695, -1.4353, 3.3924], [0.0258, -2.6237, 0.8826], [1.6435, -6.6977, -2.1657], [-2.8538, -6.4008, 0.1485], [-3.1737, 0.6664, -2.6640], [-2.5724, 3.4654, -0.0619], [-0.1969, 6.9224, -1.7548], [6.8561, -3.3872, -2.5399], [-4.1048, 2.7315, -2.5318], [-2.8558, -1.7181, 4.6542], [1.8234, 1.2458, 1.8412], [2.1513, 8.5537, -2.4907], [1.6103, 10.0903, -0.6276], [3.5688, -0.6247, 1.3078], [1.2379, 0.1839, -1.9495], [0.7861, 1.4154, 5.2138], [2.0881, -6.3023, 1.8764], [1.8390, 6.8826, -2.4902], [0.3479, 6.8784, 3.3999], [-0.3957, 8.6659, -1.9113], [-2.2238, -2.5482, -0.1909], [-1.2472, 8.6144, 0.4736], [-3.1433, -4.9502, 4.1907], [5.3266, -5.3796, -0.4095], [-0.6840, 1.2332, 0.0382], [-7.3472, 1.5599, 0.3052], [1.9914, 6.9282, 2.9078], [-1.7664, -1.4065, 2.0174], [-1.4730, -4.0630, -0.6552], [0.8928, -3.5517, -1.5782], [0.0656, 4.5838, 2.5273], [6.1244, -5.0602, -4.0354], [-1.4938, 1.0396, -2.4072], [-2.0904, 7.6957, -0.6954], [1.8050, -5.7781, -4.2721], [1.6606, 2.5696, -0.8532], [2.2499, -1.2267, -1.6408], [-1.9526, -3.7763, 4.8603], [-1.8448, 1.3724, 1.3888], [0.9901, 8.2504, 2.3075], [-0.3723, -4.1507, 1.7286], [-5.9688, -0.3183, -1.5795], [-7.0046, 1.0958, -1.6305], [1.1246, 2.1183, 3.1159], [1.0396, -3.1729, -3.3301], [-4.0149, -0.7257, 1.0049], [6.5237, -5.7714, -1.6627], [1.6986, -3.1007, 3.4037], [4.1794, -6.0555, -5.3985], [3.2266, -1.8409, 0.0846], [6.0500, -3.0322, -1.0683], [-5.1752, 3.5612, 0.2145], [1.9100, 3.9864, -4.3985], [1.5194, -5.8667, 3.4335], [1.9456, 4.2934, -1.0415], [-1.8267, -5.9919, 1.6672], [-0.9909, 5.4939, 0.3097], [-6.1364, 1.7577, 1.6325], [1.9992, -5.8254, -0.6865], [2.1173, 5.1037, -3.1987], [3.8343, -3.9945, -0.2033], [-4.3109, -2.7176, 4.5105], [-1.9029, 3.0218, -1.5911], [1.2402, 9.3366, 0.9908], [-2.2163, -0.4929, -1.6932], [-3.6264, -6.2162, 1.6844], [1.8710, 4.7648, 2.1614], [1.5330, -0.0770, 5.5505], [3.2470, 7.5101, -1.6205]]
}


Entry 5:
{
  "formula": "C4H10O2",
  "method": "ωB97M-V with the def2-TZVPD basis set",
  "smiles": "C/C=C/CO.O",
  "orbital_gap_ev": 10.34,
  "lumo_ev": 0.726,
  "e_homo_ev": -9.615,
  "charge": 0,
  "species": ["O", "O", "C", "C", "C", "C", "H", "H", "H", "H", "H", "H", "H", "H", "H", "H"],
  "coordinates": [[-2.1293, -0.4122, -1.6962], [0.3704, -0.2508, 2.6960], [1.0496, 0.2305, -0.5757], [-0.2189, 0.2330, -0.2383], [-1.1104, -0.8524, -0.8343], [2.1214, 1.1531, -0.0711], [-2.2758, 0.5199, -1.5273], [-0.6421, 0.8081, 0.5688], [-0.0328, -0.9793, 2.2137], [1.4478, -0.3833, -1.3681], [2.1330, 2.0267, -0.7318], [3.0659, 0.6375, 0.0616], [-1.4858, -1.3802, 0.0603], [1.8278, 1.6119, 0.8805], [-0.4457, -1.5895, -1.2672], [0.3463, -0.5584, 3.6052]]
}


Entry 6:
{
  "formula": "C5H11Cl3OSi2",
  "method": "ωB97M-V with the def2-TZVPD basis set",
  "orbital_gap_ev": [5.60, 7.22],
  "lumo_ev": [-1.378, -0.360],
  "e_homo_ev": [-6.976, -7.580],
  "charge": 0,
  "species": ["Cl", "Cl", "Cl", "Si", "Si", "O", "C", "C", "C", "C", "C", "H", "H", "H", "H", "H", "H", "H", "H", "H", "H", "H"],
  "coordinates": [[3.2481, 0.3685, -1.8588], [2.3986, 1.7879, 0.8630], [4.4101, -0.7160, 0.9556], [2.7791, -0.0282, 0.0966], [0.3663, -2.5409, 0.0014], [-0.3749, -0.3442, -1.3149], [-0.3970, -0.9058, -0.1501], [-1.1399, 1.7875, -0.1806], [-0.5843, 1.0721, -1.4483], [-1.9575, 0.8290, 0.5982], [-0.9704, -0.2709, 1.0639], [-2.8158, 0.3837, 0.0715], [-0.8209, -3.6502, 0.1856], [-1.2904, 1.3061, -2.4260], [-1.3040, 2.9097, -0.3866], [-2.4482, 1.3005, 1.5478], [0.9471, -2.8752, 1.2880], [0.4202, 1.4635, -1.7670], [-1.3981, -1.1733, 1.7378], [-0.2343, 1.8174, 0.4055], [1.3314, -2.6253, -0.9913], [-0.1651, 0.1041, 1.7085]]
}


no.,calculated total energy (eV)
1,-49028.647
2,-51185.705
3,-11912.785
4,-77231.185
5,-8403.876
6,-60732.822